Record 1
Computed, not measured: the ion C9H11N2O2 with charge -1 at a distorted geometry, with ωB97M-V/def2-TZVPD.

Results
Total energy ... -16582.682 eV
Strongest force on any atom ... 0.1256 Eh/bohr
Kohn-Sham gap ... 6.80 eV
ΔE to the lowest compared entry with this formula, charge and spin ... 4.9552 eV
Total charge ... -1
Lowest unoccupied orbital energy ... 3.212 eV

Last column: natural (NBO) charge in e.
Geometry (Å):
C -2.534 1.070 -0.405  -0.2991
C -3.339 1.180 0.814  -0.5337
C -1.257 1.186 -0.366  -0.0632
C 1.800 -0.333 1.142  0.8126
C -4.595 0.991 0.661  0.6857
C -0.037 1.640 -0.122  -0.0241
C 1.239 -3.365 -0.841  -0.6153
C 2.264 1.913 0.030  -0.4046
C 0.718 -1.926 -0.306  -0.2155
N 1.085 1.062 0.222  -0.5690
N 1.563 -1.503 0.781  -0.6445
O 2.545 0.169 2.012  -0.7115
O -5.782 0.922 0.329  -0.5362
H -3.056 0.674 -1.293  0.1791
H -2.768 1.187 1.696  0.2701
H 0.017 2.752 -0.322  0.1751
H 0.736 -3.649 -1.828  0.1850
H 2.292 -3.245 -0.734  0.2193
H 0.923 -4.180 -0.294  0.1879
H 2.695 1.657 -0.852  0.1649
H 3.017 1.833 0.858  0.2313
H 1.961 2.992 0.023  0.1521
H 0.880 -1.197 -1.188  0.1704
H -0.368 -1.830 -0.016  0.1833

Record 2
Computed, not measured: the molecule C9H11N2P at a distorted geometry, with ωB97M-V/def2-TZVPD.

Results
Total energy ... -21773.020 eV
Strongest force on any atom ... 0.1016 Eh/bohr
Kohn-Sham gap (spin up / spin down) ... 6.38 / 7.49 eV
ΔE to the lowest compared entry with this formula, charge and spin ... 6.4713 eV
Lowest unoccupied orbital energy (spin up / spin down) ... -0.727 / -0.092 eV

Last column: natural (NBO) charge in e.
Geometry (Å):
C 0.118 -1.457 0.918  0.0598
C 0.142 -1.327 -0.300  -0.0733
C -0.842 0.776 2.142  0.4014
C -1.054 -0.400 2.860  0.0740
C 0.001 -1.428 2.352  -0.5162
C 0.659 1.321 -0.900  -0.4204
C -0.642 1.699 -0.071  -0.2265
C 0.159 -1.046 -1.616  -0.2000
C 0.340 0.333 -2.060  -0.4689
N -0.428 1.625 1.392  -0.3841
N -2.038 -0.633 3.652  -0.6043
P 1.764 0.539 -3.347  0.2874
H -0.185 -2.382 2.731  0.2429
H 0.993 -1.104 2.859  0.2429
H 0.912 2.228 -1.345  0.2118
H 1.332 1.059 -0.151  0.2276
H -1.088 2.738 -0.454  0.2172
H -1.335 0.876 -0.209  0.1966
H 0.079 -1.663 -2.367  0.2024
H -0.513 0.785 -2.637  0.2375
H -1.971 -1.634 4.096  0.3332
H 1.159 -0.228 -4.458  -0.0196
H 2.438 -0.675 -3.088  -0.0213

Record 3
Computed, not measured: the molecule C9H11N3 at a distorted geometry, with ωB97M-V/def2-TZVPD.

Results
Total energy ... -13976.456 eV
Strongest force on any atom ... 0.0950 Eh/bohr
Kohn-Sham gap (spin up / spin down) ... 7.00 / 7.00 eV
ΔE to the lowest compared entry with this formula, charge and spin ... 5.8430 eV
Lowest unoccupied orbital energy (spin up / spin down) ... 0.448 / 0.466 eV

Last column: natural (NBO) charge in e.
Geometry (Å):
C -1.590 -1.296 0.320  -0.1976
C -0.285 -1.763 0.433  -0.2654
C -0.846 1.000 0.182  -0.2328
C -1.873 0.064 0.196  -0.0021
C 0.682 -0.806 0.343  0.1175
C 0.461 0.539 0.245  0.1068
C 1.651 2.637 0.180  -0.3416
C -3.297 0.516 0.059  -0.6274
C 3.422 -1.581 -0.320  -0.4372
N 2.752 0.617 0.117  -0.1568
N 2.671 -0.651 0.495  -0.1980
N 1.663 1.319 0.195  -0.0991
H -2.408 -2.002 0.331  0.2141
H -0.066 -2.811 0.557  0.2315
H -1.079 2.052 0.128  0.2188
H 2.584 3.161 0.206  0.2076
H 0.729 3.167 0.083  0.1876
H -3.913 0.113 0.860  0.2208
H -3.363 1.601 0.081  0.2154
H -3.708 0.165 -0.887  0.2221
H 3.916 -1.069 -1.149  0.2043
H 4.172 -2.057 0.315  0.2022
H 2.766 -2.355 -0.719  0.2091

Record 4
Computed, not measured: the molecule C9H11N3O2 at a distorted geometry, with ωB97M-V/def2-TZVPD.

Results
Total energy ... -18067.621 eV
Strongest force on any atom ... 0.2419 Eh/bohr
Kohn-Sham gap ... 10.22 eV
Structure (SMILES) ... [H]/N=C\C[C@@H](C#N)[C@H](C#N)CCC(=O)O
ΔE to the lowest compared entry with this formula, charge and spin ... 8.1160 eV
Lowest unoccupied orbital energy ... -0.282 eV

Last column: natural (NBO) charge in e.
Geometry (Å):
N 0.761 -2.655 2.392  -0.3147
C 0.611 -1.368 2.163  0.2537
C 0.114 0.095 1.521  -0.2867
C -1.419 0.027 0.948  -0.5044
C -2.257 1.276 1.674  0.1023
N -3.649 1.241 1.639  -0.5830
C 1.213 0.745 0.480  -0.2838
C 0.581 1.989 -0.442  0.2396
N 0.014 2.961 -1.096  -0.2892
C 2.039 -0.354 -0.417  -0.4231
C 1.108 -1.453 -1.199  -0.5328
C 0.044 -0.824 -2.276  0.7691
O -1.180 -1.421 -2.322  -0.5498
O 0.341 0.315 -3.205  -0.7347
H 0.089 0.830 2.461  0.2629
H -2.002 -0.958 1.231  0.2631
H -1.532 0.186 -0.205  0.2735
H -1.685 2.154 2.234  0.1989
H -3.914 0.356 1.116  0.3294
H 2.028 1.281 1.170  0.2698
H 2.881 -0.928 0.194  0.2564
H 2.619 0.265 -1.250  0.2454
H 1.859 -2.132 -1.830  0.2575
H 0.523 -2.194 -0.501  0.2773
H 0.816 -0.016 -4.023  0.5033

Record 5
Computed, not measured: the ion C9H11N4 with charge +1 at a distorted geometry, with ωB97M-V/def2-TZVPD.

Results
Total energy ... -15460.567 eV
Strongest force on any atom ... 0.1157 Eh/bohr
Kohn-Sham gap (spin up / spin down) ... 7.03 / 6.82 eV
Structure (SMILES) ... CC1=C(C)N2C=C[NH+]=C3N=N[C@H]1[C@@H]32
ΔE to the lowest compared entry with this formula, charge and spin ... 4.9405 eV
Total charge ... +1
Lowest unoccupied orbital energy (spin up / spin down) ... -5.309 / -5.596 eV

Last column: natural (NBO) charge in e.
Geometry (Å):
C 0.299 -1.535 0.390  -0.1732
C 0.951 -0.257 0.922  -0.1242
C 0.843 1.996 0.073  0.0688
C 2.224 1.934 0.030  -0.0794
C 2.448 -0.416 0.248  0.3350
C -1.098 -0.948 -0.049  0.0553
C -1.180 0.398 -0.048  0.1741
C -2.075 -2.072 -0.212  -0.6706
C -2.317 1.297 -0.416  -0.6718
N 2.395 -1.481 -0.587  -0.1420
N 1.278 -1.988 -0.561  -0.0540
N 0.202 0.846 0.278  -0.2784
N 2.941 0.814 -0.066  -0.4067
H 0.134 -2.457 1.062  0.2745
H 0.944 0.051 1.976  0.2490
H 0.392 2.885 -0.206  0.2482
H 2.803 2.769 -0.088  0.2316
H -1.579 -2.561 -0.993  0.2468
H -3.110 -1.715 -0.686  0.2321
H -2.425 -2.702 0.664  0.2644
H -2.622 1.326 -1.461  0.2659
H -2.225 2.254 0.149  0.2441
H -3.094 0.682 0.062  0.2602
H 3.871 0.881 -0.483  0.4503

Record 6
Computed, not measured: the molecule C9H11N5O5 at a distorted geometry, with ωB97M-V/def2-TZVPD.

Results
Total energy ... -27190.453 eV
Strongest force on any atom ... 0.0584 Eh/bohr
Kohn-Sham gap ... 7.85 eV
Structure (SMILES) ... [O-][N+]([O-])=C1C=Nc2no[n+]([O-])c2[C@@H]1[NH+]1CCOCC1
ΔE to the lowest compared entry with this formula, charge and spin ... 0.0000 eV
Lowest unoccupied orbital energy ... -0.467 eV

Last column: natural (NBO) charge in e.
Geometry (Å):
O 1.847 -2.026 -0.875  -0.5328
N 2.037 -1.136 -1.767  0.5033
C 1.206 0.034 -1.771  -0.1765
C -0.072 0.034 -0.969  -0.0787
C -0.603 1.417 -1.014  -0.0532
N -1.899 1.738 -0.690  0.4059
O -2.762 1.166 -0.032  -0.4416
O -2.175 2.998 -1.258  -0.1666
N -1.067 3.447 -2.017  -0.1178
C -0.163 2.415 -1.930  0.3129
N 0.945 2.289 -2.649  -0.5284
C 1.597 1.121 -2.560  0.1420
O 2.938 -1.255 -2.626  -0.3998
H -0.830 -0.621 -1.445  0.2285
H 2.494 0.986 -3.168  0.2348
C -0.043 -0.038 2.859  -0.0896
C -0.093 0.585 1.475  -0.2652
N 0.093 -0.456 0.404  -0.3763
C -0.696 -1.754 0.589  -0.2460
C -0.494 -2.205 2.017  -0.1008
O -0.894 -1.189 2.941  -0.5074
H 1.010 -0.270 3.120  0.1742
H -0.466 0.657 3.599  0.2264
H -1.083 1.032 1.349  0.2477
H 0.684 1.359 1.349  0.2379
H 1.059 -0.788 0.503  0.4647
H -1.739 -1.538 0.324  0.2347
H -0.246 -2.452 -0.125  0.2612
H -1.153 -3.058 2.220  0.2248
H 0.569 -2.492 2.146  0.1814

Record 7
Computed, not measured: the molecule C9H11NO at a distorted geometry, with ωB97M-V/def2-TZVPD.

Results
Total energy ... -13045.739 eV
Strongest force on any atom ... 0.0869 Eh/bohr
Kohn-Sham gap ... 9.01 eV
Structure (SMILES) ... CC(=O)N1C=C[C@@H]2C=C[C@@]21C
ΔE to the lowest compared entry with this formula, charge and spin ... 3.3353 eV
Lowest unoccupied orbital energy ... 0.938 eV

Last column: natural (NBO) charge in e.
Geometry (Å):
C 2.306 0.016 1.122  -0.1480
C 1.342 0.951 1.197  -0.2043
C 1.154 -1.717 -0.345  -0.2647
C -0.115 -1.598 0.012  -0.0013
C -1.790 0.213 0.364  0.6643
C 1.881 -0.370 -0.325  -0.3099
C 0.842 0.752 -0.194  0.2548
C -2.924 -0.673 0.212  -0.7005
C 0.467 1.771 -1.182  -0.6705
N -0.556 -0.301 0.176  -0.4661
O -1.934 1.398 0.681  -0.6372
H 3.123 -0.404 1.591  0.2096
H 1.199 1.628 2.003  0.2215
H 1.700 -2.618 -0.470  0.2167
H -0.895 -2.311 0.177  0.2081
H 2.522 -0.406 -1.173  0.2177
H -2.856 -0.990 -0.888  0.2240
H -3.791 -0.137 0.256  0.2402
H -2.964 -1.429 0.935  0.2301
H 0.406 1.480 -2.160  0.2229
H 1.294 2.484 -1.200  0.2255
H -0.409 2.260 -0.789  0.2674

Record 8
Computed, not measured: the molecule C9H11NO at a distorted geometry, with ωB97M-V/def2-TZVPD.

Results
Total energy ... -13044.692 eV
Strongest force on any atom ... 0.0843 Eh/bohr
Kohn-Sham gap ... 9.46 eV
Structure (SMILES) ... CC(=O)/N=C/[C@@H]1[C@@H]2C=C(C)[C@@H]21
ΔE to the lowest compared entry with this formula, charge and spin ... 4.3825 eV
Lowest unoccupied orbital energy ... 0.832 eV

Last column: natural (NBO) charge in e.
Geometry (Å):
C -1.767 1.333 0.327  -0.2388
C -2.286 0.011 0.953  -0.2323
C -0.412 1.021 -0.309  -0.2680
C 0.680 0.276 0.294  0.1773
C 3.051 -0.177 -0.360  0.6622
C -1.705 0.594 -0.995  -0.2302
C -2.263 -0.615 -0.259  0.0555
C 3.801 0.851 0.362  -0.7136
C -2.257 -2.098 -0.593  -0.6612
N 1.732 0.262 -0.356  -0.4518
O 3.534 -1.110 -0.928  -0.5535
H -2.019 2.350 0.612  0.2301
H -2.545 -0.317 1.889  0.2057
H -0.014 1.834 -0.904  0.2318
H 0.438 -0.303 1.271  0.1701
H -1.919 0.990 -2.015  0.2385
H 3.748 1.891 0.041  0.2428
H 4.928 0.645 0.251  0.2353
H 3.399 0.799 1.449  0.2268
H -3.219 -2.466 -0.840  0.2255
H -1.871 -2.535 0.304  0.2214
H -1.551 -2.390 -1.357  0.2262

Record 9
Computed, not measured: the molecule C9H11NO at a distorted geometry, with ωB97M-V/def2-TZVPD.

Results
Total energy ... -13046.675 eV
Strongest force on any atom ... 0.1734 Eh/bohr
Kohn-Sham gap ... 9.99 eV
Structure (SMILES) ... CN(C)C(=O)c1ccccc1
ΔE to the lowest compared entry with this formula, charge and spin ... 2.3987 eV
Lowest unoccupied orbital energy ... 0.766 eV

Last column: natural (NBO) charge in e.
Geometry (Å):
C -0.702 -1.050 1.608  -0.3376
C -1.525 1.163 2.567  -0.4377
C -0.309 1.267 0.518  0.6747
C 0.310 0.477 -0.661  -0.1102
C -0.493 -0.226 -1.646  -0.2190
C 0.091 -0.909 -2.679  -0.2155
C 1.491 -0.951 -2.809  -0.2253
C 2.295 -0.301 -1.806  -0.2035
C 1.653 0.403 -0.755  -0.2207
H -0.143 -1.318 2.738  0.1757
H -1.661 -1.424 1.672  0.1934
H -0.180 -1.354 0.863  0.1992
H -0.932 1.092 3.567  0.1946
H -2.581 0.547 2.675  0.1943
H -1.601 2.283 2.515  0.2592
H -1.596 -0.163 -1.361  0.2233
H -0.682 -1.526 -3.369  0.2260
H 1.971 -1.571 -3.696  0.2284
H 3.411 -0.192 -1.819  0.2226
H 2.399 0.863 -0.071  0.2209
N -0.787 0.452 1.486  -0.4505
O -0.429 2.437 0.464  -0.5922

Record 10
Computed, not measured: the molecule C9H11NO2 at a distorted geometry, with ωB97M-V/def2-TZVPD.

Results
Total energy ... -15092.877 eV
Strongest force on any atom ... 0.0843 Eh/bohr
Kohn-Sham gap ... 9.08 eV
Structure (SMILES) ... CC[C@@](O)(N=O)c1ccccc1
ΔE to the lowest compared entry with this formula, charge and spin ... 4.3072 eV
Lowest unoccupied orbital energy ... -0.267 eV

Last column: natural (NBO) charge in e.
Geometry (Å):
C -2.726 -1.502 -0.085  -0.2120
C -1.923 -1.691 1.051  -0.2240
C -2.104 -1.165 -1.233  -0.2077
C -0.594 -1.442 0.894  -0.1542
C -0.756 -0.856 -1.375  -0.2060
C 0.006 -0.932 -0.230  -0.0926
C 1.105 2.086 0.130  -0.6118
C 1.742 0.782 0.739  -0.3535
C 1.447 -0.597 -0.229  0.2747
N 2.224 -1.544 0.522  0.1547
O 3.178 -1.959 -0.107  -0.3139
O 1.973 -0.259 -1.459  -0.6887
H -3.817 -1.708 -0.041  0.2181
H -2.382 -1.974 2.026  0.2228
H -2.753 -0.975 -2.132  0.2029
H 0.115 -1.585 1.727  0.2171
H -0.718 -0.650 -2.428  0.2460
H 0.042 2.004 0.094  0.2133
H 1.477 2.227 -0.837  0.2154
H 1.502 2.877 0.791  0.2153
H 2.775 0.808 0.826  0.1997
H 1.256 0.741 1.803  0.2066
H 2.580 -0.933 -1.573  0.4777

Record 11
Computed, not measured: the molecule C9H11NO3 at a distorted geometry, with ωB97M-V/def2-TZVPD.

Results
Total energy ... -17140.594 eV
Strongest force on any atom ... 0.0585 Eh/bohr
Kohn-Sham gap ... 9.37 eV
Structure (SMILES) ... CONC(=O)c1ccccc1OC
ΔE to the lowest compared entry with this formula, charge and spin ... 4.1663 eV
Lowest unoccupied orbital energy ... 0.419 eV

Last column: natural (NBO) charge in e.
Geometry (Å):
C -3.152 1.649 -1.315  -0.2432
C -0.194 1.378 0.449  0.6597
C 0.016 -0.035 0.254  -0.2398
C -0.621 -0.615 -0.797  -0.1250
C -0.226 -1.918 -1.177  -0.2339
C 0.667 -2.686 -0.530  -0.1841
C 1.327 -2.110 0.548  -0.2611
C 1.059 -0.754 0.912  0.3646
C 3.045 0.102 1.774  -0.2402
H -2.690 0.925 -2.062  0.1595
H -3.011 2.638 -1.734  0.1748
H -4.197 1.481 -1.166  0.1963
H -1.358 2.980 -0.160  0.3727
H -1.287 -0.017 -1.471  0.2246
H -0.677 -2.366 -2.045  0.2066
H 0.758 -3.736 -0.729  0.2203
H 1.985 -2.691 1.133  0.2191
H 3.208 0.388 0.787  0.1841
H 3.368 0.814 2.454  0.1933
H 3.539 -0.757 2.174  0.1708
N -1.254 1.964 -0.285  -0.3809
O -2.491 1.410 -0.116  -0.3803
O 0.509 2.123 1.100  -0.5490
O 1.678 -0.166 2.000  -0.5089

Record 12
Computed, not measured: the ion C9H11NO3P with charge -1 at a distorted geometry, with ωB97M-V/def2-TZVPD.

Results
Total energy ... -26435.170 eV
Strongest force on any atom ... 0.0850 Eh/bohr
Kohn-Sham gap ... 7.35 eV
Structure (SMILES) ... N/C(=C/c1ccccc1)C[P@](=O)([O-])O
ΔE to the lowest compared entry with this formula, charge and spin ... 1.9781 eV
Total charge ... -1
Lowest unoccupied orbital energy ... 3.253 eV

Last column: natural (NBO) charge in e.
Geometry (Å):
C 3.160 0.826 -1.584  -0.2878
C 2.413 1.405 -0.556  -0.1951
C 2.609 -0.193 -2.313  -0.2000
C 1.206 0.914 -0.140  -0.2160
C 1.415 -0.810 -1.771  -0.2379
C 0.639 -0.204 -0.729  -0.0308
C -0.638 -0.676 -0.462  -0.4089
C -1.568 -0.186 0.496  0.3264
C -1.846 1.001 1.782  -0.8428
N -2.806 -0.732 0.512  -0.8528
O -3.543 -0.538 3.193  -1.2027
O -1.229 -1.361 3.194  -1.0299
O -1.744 0.795 4.483  -1.1493
P -2.189 0.010 3.350  2.3697
H 4.105 1.149 -1.964  0.1965
H 2.737 2.396 -0.166  0.1984
H 3.152 -0.700 -3.179  0.1973
H 0.752 1.500 0.588  0.2126
H 1.110 -1.681 -2.291  0.1906
H -1.081 -1.468 -1.111  0.1887
H -2.819 1.503 1.344  0.2416
H -1.096 1.680 2.186  0.2392
H -1.579 -1.951 2.424  0.4862
H -3.154 -1.297 -0.227  0.3724
H -3.276 -0.648 1.378  0.4347

What is the ΔE to the lowest compared entry with this formula, charge and spin in the eighth record?
4.3825 eV